Molecular formula: C27H72N2O9
Method: DFT, ωB97M-V/def2-TZVPD

Properties
**Energy relative to the best compared isomer or geometry (same formula, charge and spin)**: 0.00 kJ/mol
**E_HOMO**: -8.5 eV
**DFT total energy**: -1858.4040 a.u.
**Max |F|**: 0.04992 hartree/bohr
**Molar mass**: 568.88 g mol⁻¹

Positions of all 110 atoms, in Å:
H (1.36, 0.45, 6.47)
N (-1.43, 3.06, -0.46)
O (-0.83, -1.64, -7.10)
H (3.11, 1.35, -0.85)
C (3.81, 0.73, 2.91)
H (3.60, 1.30, 3.82)
H (-5.26, -1.52, 1.36)
H (-1.72, -2.61, 3.54)
H (-1.66, -1.64, -7.59)
H (-0.39, -1.24, 7.32)
C (-2.80, 3.59, 4.01)
H (0.73, -1.89, 2.60)
H (5.70, -1.16, 1.73)
H (-4.34, 0.41, 2.10)
H (-0.60, 0.69, -8.17)
H (-2.12, 1.07, -7.23)
H (-1.37, -5.48, 2.50)
C (1.07, 0.37, -6.15)
H (1.55, 1.31, -6.39)
H (-3.09, -0.40, 0.38)
H (5.57, 1.01, 1.57)
H (-0.71, 5.04, -0.52)
H (2.69, 2.11, -2.43)
C (-0.59, -0.10, 5.68)
C (4.12, -1.55, -0.38)
H (1.49, 0.01, -5.21)
H (3.28, 1.25, 2.10)
C (-1.39, -4.40, 2.32)
H (1.33, -0.42, -6.85)
H (-1.30, 1.22, -2.75)
H (-2.55, -4.01, 4.03)
H (2.11, -1.41, 1.67)
H (-0.91, -0.36, 4.68)
H (-4.19, 2.10, 4.74)
H (-0.01, -3.18, -3.71)
C (-1.65, -0.72, -3.59)
H (-0.52, -0.05, 2.03)
H (3.01, -3.34, -0.88)
H (0.65, 3.07, 1.38)
H (-2.27, -4.12, 1.72)
H (-2.38, 1.84, 3.14)
H (-0.51, -4.24, 1.70)
C (-1.23, -1.62, -4.76)
O (5.66, -0.76, 2.61)
H (-1.29, 0.58, 6.17)
H (-4.28, -2.40, 0.23)
H (-0.06, 2.09, -4.70)
H (-2.21, 4.42, 4.40)
H (-1.69, 2.02, -5.12)
O (-1.95, 2.70, 3.28)
H (0.18, 0.45, -3.21)
H (-2.69, -3.08, -4.00)
H (-2.02, 3.09, 0.37)
O (-3.51, 0.01, 2.35)
O (0.05, -0.02, 0.03)
H (-2.89, 2.44, 5.93)
H (3.69, -0.96, 0.42)
C (-1.04, 1.16, -7.29)
C (1.02, -1.44, 1.64)
N (-1.19, -0.81, -5.98)
H (4.73, -3.72, -0.58)
C (-0.44, 0.48, -6.04)
H (-3.50, 3.97, 3.26)
H (0.87, 1.47, 5.08)
O (-0.52, -1.34, 6.37)
C (0.39, -0.05, 1.41)
C (-2.37, -2.63, -4.95)
H (3.36, 3.08, -1.16)
H (1.31, -0.11, 4.72)
H (0.79, -1.67, -3.84)
C (0.83, 0.47, 5.52)
O (-0.56, -3.91, 4.59)
H (-4.11, -2.75, 1.97)
H (0.69, -2.24, 0.99)
H (0.46, 3.40, -2.37)
H (-0.62, 4.26, 1.74)
O (1.38, 2.43, -0.87)
C (-0.32, 4.03, -0.37)
H (3.30, -0.22, 3.07)
H (-2.18, -1.40, 1.58)
C (0.07, -2.31, -4.36)
C (0.78, 3.64, -1.35)
H (-3.27, -2.14, -5.33)
H (-2.70, -0.46, -3.70)
H (-4.20, 3.61, 5.56)
C (-0.85, 0.59, -3.52)
H (5.88, 1.07, 3.38)
H (-1.44, -1.23, -2.65)
C (-1.57, -3.70, 3.64)
C (-3.52, 2.86, 5.14)
H (0.33, 0.83, -0.34)
C (-3.13, -0.93, 1.34)
H (-0.70, -3.46, 5.43)
H (0.96, 4.79, 1.33)
H (1.55, 4.40, -1.48)
O (5.47, -1.24, -0.68)
C (-4.28, -1.97, 1.23)
C (5.31, 0.64, 2.56)
C (0.22, 4.02, 1.08)
H (3.49, -1.23, -1.23)
C (3.90, -3.08, -0.30)
H (3.59, -3.32, 0.73)
H (-0.78, 2.22, -7.31)
C (-0.87, 1.36, -4.84)
H (-0.98, 2.15, -0.35)
H (-2.00, -3.52, -5.47)
H (0.59, -2.65, -5.27)
H (5.75, -1.81, -1.40)
H (1.11, 0.69, 1.77)
C (2.69, 2.23, -1.34)

Atom charges from the Mulliken analysis, given in e for atoms 1 to 2: 0.410, -0.606

Molecular formula: C27H72O9
Method: DFT, ωB97M-V/def2-TZVPD

Properties
**Energy relative to the best compared isomer or geometry (same formula, charge and spin)**: 49.84 kJ/mol
**E_HOMO**: -9.6 eV
**DFT total energy**: -1749.0691 a.u.
**Max |F|**: 0.02202 hartree/bohr
**Molar mass**: 540.86 g mol⁻¹

Positions of all 108 atoms, in Å:
H (-2.92, 0.18, 5.03)
H (3.46, 4.12, -6.41)
H (-3.86, -2.80, 3.02)
C (4.68, 2.54, -1.31)
H (0.77, -1.63, -0.44)
C (5.84, 1.74, -1.89)
C (-3.45, 1.82, -1.36)
H (1.23, -3.63, -5.39)
H (3.96, 3.34, 0.54)
H (-1.89, -0.65, -5.95)
H (-4.91, -1.28, 4.14)
C (-4.25, -1.95, 6.05)
H (1.95, 3.18, -6.45)
O (-3.67, -2.93, 3.96)
H (2.99, 2.73, -3.17)
H (1.51, -0.72, 5.39)
H (-4.35, -1.31, 0.91)
H (1.98, 0.81, -5.40)
C (-3.88, -3.16, 0.36)
H (-3.63, -4.04, 0.97)
H (-2.85, -1.96, -1.16)
H (5.64, 1.56, -2.95)
H (3.74, -2.38, 5.17)
C (1.24, -1.26, 4.49)
H (-2.98, 0.48, 1.12)
H (1.35, 4.49, 3.07)
H (5.97, 0.77, -1.41)
H (-1.92, -1.20, 4.52)
H (1.87, 1.84, 4.50)
C (-0.44, -2.31, -5.97)
C (-1.12, -1.10, -5.34)
C (1.24, 2.71, 4.26)
H (-3.83, 1.67, -2.38)
H (4.64, 3.51, -1.82)
H (0.00, 1.69, 2.80)
C (1.95, 3.60, 3.26)
H (0.57, -0.65, 3.87)
H (-2.87, -0.31, 3.34)
H (3.00, -0.61, 3.45)
C (0.91, -0.54, -0.45)
C (-0.08, 2.23, 3.74)
H (-5.48, 0.11, -1.25)
H (1.69, -0.55, -2.45)
H (1.08, 1.04, -2.01)
O (-4.22, -2.17, 1.34)
H (3.18, 1.33, -0.90)
C (0.58, -2.86, -4.99)
H (2.72, -3.54, 4.32)
H (-2.53, 1.24, -1.34)
C (3.01, 0.97, -5.04)
H (-4.99, -2.75, 6.14)
O (2.12, -0.16, 0.17)
H (-1.96, -2.31, 0.33)
H (-5.83, -4.03, 0.07)
H (6.77, 2.32, -1.85)
H (-0.75, 3.07, 3.54)
O (2.06, -1.89, 2.28)
H (3.19, 0.53, -4.07)
H (-1.22, -0.05, -0.26)
C (4.77, 2.71, 0.19)
H (0.05, -2.04, -6.91)
H (-5.20, 2.11, -0.17)
O (-4.90, 0.08, -0.48)
H (-5.56, -2.55, -0.84)
H (5.70, 3.21, 0.47)
H (-3.23, 2.88, -1.26)
H (0.71, -2.18, 4.77)
C (-2.87, -0.68, 4.37)
H (-3.35, -2.31, 6.55)
C (2.46, -1.54, 3.63)
C (-3.65, 1.34, 1.08)
O (2.73, 3.14, -4.02)
C (-3.99, -1.70, 4.59)
H (-1.51, -1.43, -4.37)
H (-0.48, -0.39, 1.30)
C (3.34, -2.65, 4.19)
H (-0.03, -0.26, -2.35)
H (1.21, -1.98, -4.78)
H (1.51, -2.69, 2.32)
H (2.23, -0.64, 1.01)
H (2.08, 3.14, 2.28)
C (3.39, 2.44, -5.06)
C (-5.09, -3.47, -0.50)
O (3.45, 1.87, -1.65)
O (-1.39, -3.34, -6.23)
H (-2.14, -3.57, -0.91)
C (0.92, -0.03, -1.87)
H (-2.05, -3.02, -6.86)
H (1.79, 3.70, 5.86)
H (4.48, 2.52, -4.93)
C (-4.38, 1.39, -0.24)
H (-4.81, -4.05, -1.38)
H (2.90, 3.96, 3.67)
H (-4.39, 1.21, 1.88)
H (-0.12, 1.09, 0.56)
H (0.11, -3.15, -4.05)
H (3.38, 2.53, -7.21)
H (-4.63, -1.07, 6.57)
O (0.96, 3.47, 5.45)
H (4.16, -2.88, 3.52)
H (3.61, 0.39, -5.76)
C (-2.64, -2.74, -0.42)
C (-0.29, 0.03, 0.31)
H (4.71, 1.74, 0.69)
H (-0.59, 1.52, 4.39)
C (3.04, 3.13, -6.37)
H (-3.06, 2.23, 1.31)
H (-0.36, -0.35, -5.09)

Atom charges from the Mulliken analysis, given in e for atoms 1 to 2: 0.425, 0.388

Asked for LUMO across the records above, the calculation gives 0.54, 0.49 eV in order.